No. 1
Entry from the OMol25 dataset: a cluster of 8 separate species, C32H38BF4O12 in total at a distorted geometry (the ωB97M-V functional and the def2-TZVPD basis).

Geometry as XYZ:
```
87
Properties=species:S:1:pos:R:3:forces:R:3
B -0.072667 0.582184 -0.367023 -0.49 0.64 -0.42
F 0.919333 -0.038816 0.368977 -0.14 -0.29 0.56
F 0.335333 1.938184 -0.536023 -0.80 -0.88 0.09
F -0.136667 -0.024816 -1.663023 -0.37 0.33 0.42
F -1.331667 0.429184 0.264977 1.11 0.45 -0.55
C -3.241667 2.728184 1.127977 0.47 -3.26 -2.00
O -1.932667 3.022184 1.348977 4.01 0.82 -0.01
H -3.263667 2.440184 0.069977 -0.90 -0.11 -0.13
H -3.936667 3.516184 1.236977 -0.49 0.97 0.83
H -3.388667 1.797184 1.690977 -1.33 0.30 0.18
H -1.311667 2.425184 0.805977 -1.88 1.53 1.24
C -2.139667 -0.753816 3.277977 -8.86 -3.39 -1.18
O -2.798667 0.208184 4.057977 -1.44 -0.33 2.47
H -2.846667 -0.606816 2.337977 2.76 -1.28 0.67
H -2.284667 -1.891816 3.687977 0.39 2.56 -0.89
H -1.206667 -0.533816 3.281977 6.17 1.40 -0.88
H -3.641667 -0.244816 4.309977 0.98 1.09 -0.16
C 1.250333 2.480184 2.758977 1.02 6.50 2.36
C 0.656333 3.220184 3.837977 4.44 2.61 -3.63
C 0.976333 4.585184 4.050977 0.94 0.52 -1.95
C 1.819333 5.286184 3.076977 -0.28 -0.48 0.75
C 2.373333 4.552184 2.005977 -6.13 -3.03 9.12
C 2.132333 3.216184 1.913977 -2.85 -2.71 0.96
O 2.523333 2.569184 0.823977 1.83 -0.25 -1.82
O 0.469333 5.356184 5.091977 -2.45 -0.86 1.11
H 0.765333 1.686184 2.400977 -1.29 -3.60 -1.02
H -0.033667 2.842184 4.418977 -3.52 -2.25 2.88
H 2.069333 6.397184 3.112977 -0.69 -1.65 0.36
H 2.909333 4.881184 1.357977 6.24 4.61 -7.61
H 1.944333 1.843184 0.565977 0.04 0.22 0.33
H -0.449667 5.037184 5.488977 3.05 0.55 -1.69
C 1.537333 -5.189816 -4.094023 0.02 4.38 0.66
C 1.624333 -3.741816 -4.168023 -0.03 -3.19 -0.67
C 0.975333 -3.009816 -3.174023 -1.02 -2.61 -0.63
C 0.250333 -3.728816 -2.215023 0.91 -0.50 0.98
C 0.237333 -5.166816 -2.161023 -4.06 4.90 6.82
C 0.869333 -5.815816 -3.042023 2.64 -4.35 -6.08
O 0.756333 -7.232816 -3.129023 -1.67 2.11 -3.79
O 0.869333 -1.734816 -3.396023 -1.70 4.12 2.81
H 1.978333 -5.631816 -4.922023 0.60 -1.59 -1.05
H 2.058333 -3.288816 -5.102023 -0.40 -0.31 1.36
H -0.132667 -3.170816 -1.362023 -0.38 -0.15 -0.33
H -0.324667 -5.645816 -1.236023 1.15 0.88 -2.24
H 1.146333 -7.445816 -2.365023 2.20 -2.25 4.52
H 0.323333 -1.232816 -2.610023 1.97 -1.64 -2.66
C -2.613667 4.807184 -3.162023 2.06 2.47 -4.03
C -2.563667 5.777184 -4.261023 -0.93 -1.29 1.63
C -1.456667 5.703184 -5.184023 -1.80 -0.40 1.11
C -0.412667 4.839184 -4.992023 -2.32 -0.84 4.11
C -0.418667 3.989184 -3.849023 -1.72 2.63 -2.63
C -1.531667 3.939184 -3.057023 -1.10 0.20 0.68
O -1.602667 2.990184 -2.108023 -0.41 -0.13 0.41
O -1.523667 6.406184 -6.320023 -3.86 2.99 2.17
H -3.447667 4.801184 -2.534023 -0.95 -0.22 1.00
H -3.520667 6.456184 -4.280023 2.38 -1.11 -0.69
H 0.388333 4.861184 -5.599023 2.62 -0.04 -2.18
H 0.351333 3.329184 -3.736023 1.97 -1.71 0.51
H -0.722667 2.640184 -2.128023 0.69 -1.01 0.84
H -0.959667 6.208184 -6.979023 3.23 -1.47 -2.94
C 5.146333 -1.513816 1.400977 -1.26 -0.37 2.62
C 5.637333 -1.900816 2.731977 -0.47 0.70 -4.40
C 4.874333 -2.160816 3.817977 -5.43 1.89 0.08
C 3.408333 -1.999816 3.632977 4.99 0.76 -3.08
C 2.964333 -1.538816 2.346977 -4.40 -2.22 6.34
C 3.713333 -1.349816 1.333977 6.28 1.47 -5.89
O 3.279333 -0.974816 0.090977 -0.47 0.27 -0.75
O 5.408333 -2.384816 5.044977 1.31 -0.96 1.19
H 5.775333 -1.273816 0.498977 -0.62 -0.49 1.35
H 6.651333 -2.072816 2.747977 2.36 -0.12 0.50
H 2.903333 -2.251816 4.478977 -2.26 -0.36 1.86
H 1.916333 -1.477816 2.073977 -0.32 0.09 0.78
H 2.378333 -0.561816 -0.032023 1.37 -0.93 1.02
H 5.098333 -1.969816 5.878977 -0.45 -0.05 -1.67
C -1.878667 -3.804816 0.972977 0.71 -0.08 -0.20
C -1.853667 -2.538816 0.415977 -2.63 -2.39 -2.38
C -2.836667 -2.382816 -0.716023 1.78 2.39 1.29
C -3.808667 -3.327816 -0.993023 -0.18 -0.14 -1.78
C -3.815667 -4.608816 -0.300023 3.55 4.70 -0.16
C -2.757667 -4.863816 0.587977 -1.55 2.55 -1.06
O -2.652667 -6.016816 1.214977 2.80 2.19 4.43
O -2.866667 -1.215816 -1.490023 3.24 1.25 0.88
H -1.003667 -3.901816 1.639977 -0.91 -0.99 0.01
H -0.968667 -2.028816 0.763977 -0.46 1.22 -0.68
H -4.453667 -3.063816 -2.031023 1.55 -0.98 3.32
H -4.588667 -5.166816 -0.609023 -2.31 -2.88 -0.51
H -2.957667 -6.728816 0.799977 -2.15 -4.19 -2.98
H -1.972667 -0.574816 -1.348023 -3.68 -2.88 -0.26
```
Positions in Å, forces in eV/Å.

Results
- HOMO-LUMO gap: 0.2825 Eh
- HOMO: -5.42 eV
- Charge: -1

No. 2
Entry from the OMol25 dataset: a structure of composition C32H38ClEuN3O2 at a distorted geometry (the ωB97M-V functional and the def2-TZVPD basis).

Geometry as XYZ:
```
77
Properties=species:S:1:pos:R:3:forces:R:3
Eu -2.622212 -0.208441 -0.398759 0.45 0.41 1.56
Cl -4.126407 0.557548 2.171377 -0.63 0.94 -0.15
N -0.800039 2.142766 -0.905882 -1.19 1.04 -2.04
N -1.099406 -2.266828 -0.671672 -0.52 -0.85 -1.93
C -1.504081 2.879998 -1.743192 1.41 -1.16 1.82
C -1.503694 -2.980009 -1.698414 0.73 1.13 1.85
C 0.328064 3.000430 -0.452291 -0.38 0.54 0.40
C -0.212822 4.408837 -0.752322 -0.51 0.24 -0.09
C 1.599843 2.801568 -1.267822 0.15 -0.30 -0.28
C 0.592523 2.766734 1.019423 0.00 0.29 0.11
H 1.462804 3.072823 -2.322103 -0.10 -0.13 0.10
H 1.960659 1.773406 -1.215002 -0.08 -0.02 0.00
H 2.384553 3.452835 -0.864739 -0.13 -0.09 0.00
H -0.275283 3.071642 1.617485 0.17 -0.08 -0.03
H 1.467512 3.348735 1.337968 -0.17 -0.09 0.08
H 0.789289 1.711326 1.225805 0.05 0.04 0.03
C -0.044937 -3.042419 0.033047 -0.27 -0.14 0.10
C -0.205818 -4.431919 -0.586992 -0.56 -0.59 -0.58
C -0.318635 -2.999427 1.528882 -0.02 -0.27 0.04
C 1.357693 -2.551586 -0.273294 0.34 0.33 -0.13
H 1.624418 -2.734823 -1.323412 -0.12 0.13 0.12
H 2.068218 -3.106577 0.355397 -0.12 0.17 -0.11
H 1.476050 -1.489016 -0.050803 -0.05 -0.06 0.04
H -1.327584 -3.377997 1.733495 0.16 0.10 0.02
H -0.233129 -1.970450 1.895796 0.05 -0.09 0.01
H 0.416343 -3.613882 2.062648 -0.09 0.11 -0.01
O -0.993780 -4.195348 -1.819465 0.52 -0.84 0.48
H -0.791692 -5.126675 0.033671 0.13 0.22 -0.16
H 0.720513 -4.918561 -0.917224 -0.19 0.23 0.25
O -1.216159 4.180593 -1.795637 0.36 0.46 0.01
H 0.502369 5.126946 -1.171722 -0.06 -0.27 0.23
H -0.740116 4.849174 0.108932 0.17 -0.12 -0.23
C -2.556942 2.375930 -2.684006 0.53 0.62 0.25
C -2.468322 -2.537277 -2.750778 0.54 -0.51 0.13
C -1.928876 -1.273706 -3.362960 1.39 0.77 -2.11
H -3.447882 -2.396327 -2.262339 0.16 0.17 -0.27
H -2.576236 -3.334519 -3.498926 0.00 0.13 0.34
C -2.170726 -0.075887 -2.769942 -2.68 0.16 1.45
C -1.980608 1.153237 -3.341456 1.01 -0.91 -1.82
H -3.328708 -0.524002 2.073432 0.29 -1.02 0.04
C -1.180329 1.188576 -4.508064 -0.80 0.41 0.80
C -0.746246 -0.016976 -5.056971 -0.15 -0.03 0.23
C -0.780939 2.494947 -5.102797 0.40 0.17 -0.56
C -1.104093 -1.249016 -4.523854 -1.00 -0.45 0.96
H -0.154314 0.004722 -5.962236 0.19 0.02 -0.07
C -0.645065 -2.530199 -5.122269 0.45 -0.26 -0.66
H -0.031905 -2.300919 -6.005623 -0.11 -0.34 0.14
H -1.493378 -3.157203 -5.430744 0.23 0.06 -0.01
H -0.033621 -3.115555 -4.417171 -0.18 0.13 -0.21
H -1.635060 3.171509 -5.215629 0.17 -0.02 -0.03
H -0.341669 2.311227 -6.092223 -0.04 0.30 0.15
H -0.024449 2.999656 -4.479173 -0.24 -0.06 -0.19
H -2.795531 3.167575 -3.416674 0.03 -0.26 0.48
H -3.454335 2.178529 -2.071062 0.15 -0.18 -0.53
C -1.017625 2.450366 5.558398 -0.21 0.16 0.23
C -1.720249 1.620945 4.672626 0.44 0.07 -0.13
C -1.021913 0.824171 3.771769 0.08 0.23 0.22
C 0.395922 0.805869 3.741695 0.16 -0.41 -0.30
C 1.087879 1.631153 4.671643 -0.42 -0.09 0.08
C 0.382561 2.446641 5.554334 -0.02 -0.36 -0.28
N 1.028081 0.094419 2.756377 0.07 -0.09 0.07
C 2.131582 -0.672261 3.006180 -0.31 0.54 -0.13
C 3.256510 -0.600025 2.134965 -0.23 -0.04 0.09
C 4.364205 -1.406823 2.340287 -0.16 -0.20 0.24
C 4.381151 -2.327762 3.399522 0.12 -0.22 -0.03
C 3.264403 -2.447728 4.240381 0.16 0.29 -0.16
C 2.162635 -1.623573 4.060124 0.25 0.04 -0.06
H -1.561091 3.097146 6.255689 0.19 -0.25 -0.24
H -2.810989 1.597488 4.676784 0.25 0.06 0.02
H -1.532595 0.170550 3.062325 0.14 0.18 0.26
H 2.176004 1.622301 4.649878 -0.15 0.04 0.05
H 0.939234 3.080021 6.245257 -0.16 -0.06 -0.10
H 3.210259 0.129586 1.314480 0.08 -0.33 0.37
H 5.225510 -1.323164 1.675071 -0.15 -0.04 0.17
H 5.255643 -2.960051 3.562645 -0.22 0.15 -0.07
H 3.259825 -3.181022 5.050934 0.07 0.17 -0.22
H 1.287258 -1.694007 4.706956 0.21 -0.01 -0.12
```
Positions in Å, forces in eV/Å.

Results
- HOMO-LUMO gap (alpha / beta): 0.1455 / 0.1986 Eh
- Multiplicity: 7
- HOMO (alpha / beta): -1.51 / -3.16 eV
- Charge: -1